Entry from the OMol25 dataset: 10 unconnected molecules or ions with the total composition C41H76N3O32P5 at a distorted geometry (wB97M-V/def2-TZVPD).

```
157
Properties=species:S:1:pos:R:3:forces:R:3:lowdin_charge:R:1
C 2.80197 -1.25573 1.66174 -0.058 -0.050 -0.565 -0.062
C 1.74095 -0.18528 1.92102 2.065 -0.316 1.861 -0.240
O 0.70206 -0.34512 1.01064 0.508 -0.177 0.293 0.059
C -0.05744 0.68479 0.72176 -0.085 3.552 1.326 -0.569
O 0.04784 1.89173 1.07368 -0.033 -3.956 -1.111 0.079
O -1.01718 0.15540 0.00566 -1.288 -0.219 -0.498 0.025
C -1.95747 1.04453 -0.52974 -0.785 1.813 -0.826 -0.059
H 2.42217 -2.25325 1.44079 -0.613 0.207 -0.291 0.074
H 3.44728 -1.48877 2.50871 0.178 0.797 0.059 0.077
H 3.35578 -0.90000 0.79292 0.439 -0.421 0.100 0.077
H 2.21140 0.79794 1.91309 -0.177 0.138 -0.689 0.125
H 1.46119 -0.25880 2.97194 -0.988 -0.249 -0.050 0.124
H -2.32066 1.81987 0.14480 0.359 -0.253 0.584 0.094
H -2.86650 0.57631 -0.90728 0.529 -0.726 0.053 0.097
H -1.48633 1.61341 -1.33131 -0.047 -0.133 -0.247 0.100
C 5.87296 -4.14371 14.11653 -0.231 1.126 0.712 -0.074
C 4.50336 -4.51101 13.57695 0.557 0.091 1.800 -0.264
O 4.54302 -4.60625 12.18797 -0.966 -2.670 -3.453 0.007
C 3.97600 -5.73643 11.55302 -1.980 -1.786 1.755 -0.431
O 3.51232 -6.74421 12.14850 2.048 3.416 -1.873 0.069
O 3.84521 -5.53895 10.20852 0.918 0.925 1.416 -0.022
C 3.57937 -6.62186 9.30828 -0.179 -0.766 0.350 -0.042
H 5.79210 -3.92782 15.18187 -0.306 -0.657 0.386 0.074
H 6.14579 -3.12716 13.83319 0.562 -0.290 -0.951 0.075
H 6.63574 -4.91335 13.99856 -0.015 0.274 -0.366 0.084
H 3.80079 -3.70775 13.79893 -0.135 -0.111 0.213 0.127
H 4.23967 -5.41256 14.12991 -0.589 -0.240 -0.712 0.121
H 3.92448 -7.56386 9.73444 0.186 0.096 -0.072 0.094
H 4.05245 -6.41384 8.34858 0.323 0.194 0.356 0.092
H 2.52199 -6.76221 9.08389 -0.189 0.395 0.439 0.091
C 0.54541 3.46074 -9.45457 0.247 -0.321 -0.817 -0.085
C 1.45036 2.41238 -9.28566 0.748 -0.215 -0.812 -0.080
C 2.59626 2.21980 -10.09138 -0.682 1.172 0.334 -0.003
C 2.86422 3.16778 -11.10062 -1.441 0.243 0.809 -0.120
C 1.91224 4.21349 -11.32036 -0.636 -0.124 1.104 0.019
C 0.71111 4.37529 -10.50584 2.832 -1.341 -0.065 -0.038
N 4.15737 3.12464 -11.86538 0.060 0.742 -0.864 -0.339
O 4.46221 4.16039 -12.46490 -0.408 -1.082 0.732 0.057
O 4.82973 2.10258 -11.88921 -0.913 0.689 0.478 0.074
H -0.30891 3.46963 -8.79392 -0.086 0.356 0.019 0.102
H 1.29262 1.67408 -8.51337 -0.125 0.078 0.156 0.100
H 3.25246 1.41843 -9.78541 0.259 0.020 -0.526 0.112
H 2.10774 4.96939 -12.06655 0.163 -0.122 -0.122 0.102
H 0.07635 5.24600 -10.57893 -0.024 -0.097 -0.427 0.099
C -0.17700 -7.87183 1.53337 -0.603 0.505 0.317 -0.086
C 0.29469 -7.68613 0.24584 0.474 -0.904 0.027 -0.069
C 0.72605 -8.79507 -0.47703 -0.133 -0.276 -0.547 -0.013
C 0.53363 -10.06927 0.03132 -0.342 0.945 1.597 -0.130
C 0.06762 -10.22378 1.36688 -0.014 -0.355 -0.706 0.007
C -0.32537 -9.12401 2.14370 0.844 0.001 -1.735 -0.049
N 0.76130 -11.26232 -0.81511 -0.314 -0.808 1.692 -0.363
O 0.73477 -12.34512 -0.24217 0.111 0.390 -0.081 0.061
O 0.89270 -11.13515 -1.99617 0.279 0.615 -1.051 0.098
H -0.47904 -6.97452 2.05299 -0.130 -0.005 0.276 0.102
H 0.33957 -6.71099 -0.21620 0.128 0.093 0.197 0.108
H 1.20064 -8.68461 -1.44086 -0.240 0.023 -0.207 0.117
H 0.02110 -11.24566 1.71327 -0.226 0.016 0.226 0.109
H -0.74951 -9.19822 3.13415 0.170 -0.236 -0.002 0.106
C 1.53527 5.82524 8.30376 -0.373 -0.095 0.271 -0.065
C 1.57063 6.38817 9.59347 0.978 0.542 -1.347 -0.048
C 2.51852 7.40067 9.80753 0.582 0.858 -0.876 0.014
C 3.35573 7.87496 8.74635 -1.941 -2.321 0.136 -0.125
C 3.28016 7.23012 7.49415 1.690 2.203 1.238 -0.017
C 2.39907 6.23087 7.29980 -0.483 -0.744 -0.279 -0.094
N 4.21048 9.02254 8.91853 0.128 1.340 1.129 -0.366
O 5.02731 9.30003 8.07468 0.273 -0.466 -0.787 0.085
O 4.04478 9.72086 9.91375 -0.249 -0.633 -0.059 0.066
H 0.82003 5.08133 7.98529 -0.231 -0.184 0.528 0.104
H 0.86950 6.12212 10.37066 0.100 -0.154 -0.010 0.104
H 2.59736 7.91409 10.75441 -0.063 -0.046 0.092 0.110
H 3.94045 7.57433 6.71189 -0.007 0.001 -0.086 0.120
H 2.41125 5.79222 6.31298 -0.403 -0.304 0.047 0.113
C -10.37701 2.89644 0.01297 0.216 1.071 -0.367 -0.128
O -10.37726 1.78037 0.87620 -0.863 -2.374 -0.704 -0.233
P -11.13564 0.44487 0.25746 0.506 0.120 3.612 0.470
O -10.53654 -0.16849 -0.91906 -0.213 0.038 0.070 -0.208
O -11.20179 -0.54054 1.59744 0.337 0.094 -3.528 -0.223
C -11.50119 -0.08769 2.87374 1.140 1.827 0.951 -0.142
O -12.64161 0.94154 0.14126 0.467 0.397 0.963 -0.218
C -13.44070 0.35674 -0.85020 0.144 0.101 -2.027 -0.114
H -9.38228 3.32984 -0.09083 0.182 -0.221 0.415 0.089
H -11.02507 3.65009 0.46037 -0.132 0.042 -0.325 0.093
H -10.65356 2.66441 -1.01551 -0.410 -0.135 0.078 0.084
H -10.88014 -0.63809 3.58045 -0.483 -0.403 0.048 0.093
H -12.55153 -0.01805 3.15663 -0.061 -0.476 -0.305 0.092
H -11.07647 0.91571 2.90399 -0.327 0.329 0.587 0.073
H -12.86280 0.49990 -1.76324 -0.324 -0.356 -0.435 0.081
H -14.35954 0.92470 -0.99593 -0.021 -0.159 0.550 0.093
H -13.60341 -0.71564 -0.74231 -0.155 0.107 0.413 0.098
C 7.41121 -10.29077 2.33027 0.103 0.479 0.042 -0.098
O 7.45693 -10.80592 3.65943 -0.468 -2.296 0.900 -0.225
P 7.35118 -12.37400 4.09060 0.576 -0.502 -1.770 0.471
O 7.25798 -12.63256 5.52535 0.216 0.468 -0.150 -0.225
O 8.64723 -13.08973 3.36749 -3.899 0.707 -0.415 -0.259
C 9.90758 -13.24541 3.94309 0.059 0.317 -0.564 -0.109
O 6.09448 -12.96741 3.23451 1.820 2.523 0.079 -0.227
C 5.76058 -14.31409 3.22994 -0.856 -1.361 0.869 -0.134
H 8.41218 -9.96406 2.04845 0.017 -0.047 0.017 0.087
H 6.76988 -9.41505 2.42984 -0.019 -0.057 -0.449 0.090
H 7.04174 -10.97562 1.56699 -0.155 -0.147 0.307 0.088
H 10.12710 -14.31054 3.86971 0.290 0.071 0.701 0.092
H 9.85387 -12.79075 4.93227 0.851 -0.394 0.122 0.090
H 10.52414 -12.72908 3.20731 0.808 0.131 0.698 0.089
H 6.27623 -14.84881 4.02761 0.383 -0.224 -0.301 0.089
H 5.85864 -14.78014 2.24949 0.442 0.153 0.049 0.093
H 4.71279 -14.40830 3.51519 -0.175 0.184 -0.139 0.089
C -8.15333 2.16408 -7.65784 -0.245 0.467 0.079 -0.092
O -7.40977 2.04470 -8.88973 1.066 -1.836 -0.604 -0.228
P -6.74295 0.62645 -9.37544 1.350 -1.018 -1.461 0.558
O -5.91044 0.58736 -10.66693 -2.551 0.780 3.375 -0.279
O -7.97011 -0.46591 -9.38725 1.498 0.879 1.318 -0.238
C -8.82530 -0.68079 -10.47145 -0.848 0.460 -1.265 -0.130
O -5.87371 0.12378 -8.07137 -2.915 2.764 -1.593 -0.239
C -5.06805 -0.98765 -8.16648 1.477 -0.960 0.488 -0.146
H -7.81760 3.05446 -7.12623 0.609 -0.241 0.011 0.087
H -8.08229 1.27922 -7.02532 0.015 0.082 -0.137 0.087
H -9.18937 2.42602 -7.87254 -0.102 -0.567 -0.347 0.085
H -8.67504 -1.64041 -10.96606 0.536 0.046 0.101 0.090
H -8.73059 0.13182 -11.19173 0.115 -0.167 -0.264 0.087
H -9.87543 -0.68533 -10.17937 0.073 0.114 0.566 0.084
H -4.19474 -0.71953 -7.57189 0.133 -0.419 0.144 0.090
H -4.68915 -1.18596 -9.16907 -0.404 -0.116 -0.124 0.088
H -5.58792 -1.82634 -7.70341 0.199 -0.266 -0.282 0.094
C -3.05619 9.25604 -0.85752 0.076 -0.423 1.431 -0.151
O -2.77391 9.69862 -2.14522 -1.855 0.380 -3.674 -0.239
P -3.87001 9.44474 -3.40791 0.735 -0.776 -0.769 0.548
O -3.98670 8.04080 -3.92778 0.645 2.484 1.055 -0.258
O -5.30223 9.93991 -2.89654 1.065 -1.342 -0.512 -0.214
C -5.55986 11.25215 -2.53536 -0.137 1.879 0.077 -0.129
O -3.44294 10.60368 -4.54500 0.090 -1.748 1.526 -0.230
C -2.36343 10.25384 -5.44275 0.448 -0.458 -0.708 -0.114
H -2.93876 10.10961 -0.18990 0.058 -0.045 0.128 0.088
H -2.33130 8.48664 -0.59172 -0.006 0.003 0.093 0.091
H -4.05016 8.84370 -0.68391 -0.147 0.017 -0.401 0.090
H -4.81946 11.61927 -1.82462 -0.121 0.022 0.245 0.090
H -6.57241 11.34702 -2.14313 0.158 -0.356 0.236 0.095
H -5.52539 11.91738 -3.39814 0.133 -0.056 -0.180 0.088
H -2.53431 10.54219 -6.47993 -0.868 0.455 0.203 0.083
H -2.21906 9.17752 -5.53662 -0.074 -0.086 0.533 0.078
H -1.40921 10.72837 -5.21392 -0.199 0.045 0.717 0.085
C 7.98099 6.80206 -1.78933 -0.262 0.529 0.394 -0.099
O 7.49576 5.75266 -2.62614 -1.127 -1.072 -0.358 -0.220
P 6.46881 4.56400 -2.21277 0.451 -0.222 -1.706 0.472
O 6.66527 4.07889 -0.84936 -0.257 -0.002 0.191 -0.230
O 4.96395 5.10380 -2.54525 3.054 -2.579 -1.102 -0.226
C 4.42376 6.07140 -1.73972 -1.396 1.263 0.325 -0.149
O 6.72845 3.44804 -3.40808 -0.459 3.013 0.864 -0.235
C 6.09306 2.17670 -3.32315 1.087 -0.373 1.784 -0.108
H 7.28341 7.17123 -1.03754 -0.312 -0.669 0.212 0.076
H 8.10155 7.70080 -2.39419 0.453 -0.357 -0.409 0.089
H 8.90411 6.51749 -1.28439 -0.036 -0.053 -0.221 0.093
H 4.26698 6.91928 -2.40651 -0.121 0.448 0.440 0.095
H 5.03138 6.34706 -0.87779 -0.070 -0.091 0.050 0.083
H 3.45238 5.67633 -1.44236 -0.039 0.386 0.454 0.096
H 6.73425 1.64710 -2.61853 0.013 -0.658 -0.156 0.083
H 6.14409 1.66778 -4.28570 -0.505 0.393 0.076 0.093
H 5.15454 2.22247 -2.77073 -0.479 0.036 -0.835 0.086
```
Positions in Å, forces in eV/Å.

Results
- F_max: 0.0869 Eh/bohr
- E: -160181.767 eV
- HOMO-LUMO gap: 9.21 eV
- SMILES: O=[N+]([O-])c1ccccc1.O=[N+]([O-])c1ccccc1.O=[N+]([O-])c1ccccc1.COP(=O)(OC)OC.COP(=O)(OC)OC.COP(=O)(OC)OC.COP(=O)(OC)OC.COP(=O)(OC)OC.CCOC(=O)OC.CCOC(=O)OC